Here is 15 unconnected molecules or ions with the total composition C90H210O45 at a distorted geometry from the Open Molecules 2025 dataset. Energies are from ωB97M-V with the def2-TZVPD basis set.

Positions of all 345 atoms, in Å:
H (-6.91749, 1.47017, -4.15604)
H (-4.70567, 0.11009, -8.89309)
H (8.30279, -3.84790, 0.45886)
O (2.31115, 1.86083, -5.84538)
H (0.03062, -1.95833, 9.58105)
C (5.28584, 6.23826, -0.98232)
C (-7.92006, -1.74549, -1.05323)
H (0.16579, -0.00286, -2.72173)
H (2.75060, -3.34948, 3.25827)
O (-1.97634, -0.55598, 8.23972)
H (-0.69165, -3.44059, 9.31978)
C (1.51240, -6.42006, 0.92554)
C (-0.04126, 2.31676, -5.39039)
H (-3.71933, -4.67153, 2.28907)
H (1.10770, 5.87367, -0.22410)
H (6.55233, -1.81616, -0.88138)
C (-1.96606, -1.90818, 8.63196)
H (-4.72392, -2.16599, -7.79542)
C (-5.89811, 3.59512, -0.36662)
H (6.93433, -2.41617, 1.56023)
H (5.52873, -1.26065, 1.48137)
C (1.47025, 8.78893, 2.90064)
H (-1.37780, -1.36278, -0.49420)
C (-6.16551, 1.60620, -3.38812)
H (4.84474, -2.46182, -0.69637)
H (2.38670, 1.82346, 6.18660)
O (-5.66162, 2.53948, -1.30576)
H (1.22373, 5.29740, -1.94367)
C (-4.44983, -5.23610, -1.15851)
C (0.19391, 5.57779, 2.31132)
C (-5.22687, -0.33526, 1.85314)
H (0.50371, 3.31756, -1.88292)
H (1.87499, -3.50348, -2.84658)
H (0.34134, -8.07296, -4.11138)
C (-2.23471, 0.40594, 9.26045)
C (-1.18087, 2.59186, -0.74086)
H (0.86402, 3.21523, 2.12943)
H (3.55920, 4.18616, 6.33025)
H (5.73564, -5.83673, 3.62742)
C (7.79907, -3.94199, -0.55275)
C (-5.19892, -2.33993, -8.70641)
H (4.89952, 4.22837, -2.46025)
O (-2.02723, -0.80493, -2.41555)
H (-8.22545, -5.59661, -2.14319)
H (-1.99189, 2.76194, -1.49895)
C (-1.14066, -1.77781, 4.16793)
H (-1.71953, 3.77463, -4.17253)
H (-1.40433, 0.48512, 9.96609)
O (4.95239, -3.17900, 1.80428)
H (-0.77064, 6.91277, -2.41965)
H (4.80233, 0.05095, -4.70122)
C (2.54724, 3.61625, 3.38703)
H (-1.67941, 9.11322, -1.69563)
H (-3.11023, -0.58234, -11.41646)
H (-5.00482, -1.47226, -4.62358)
H (1.96207, 0.97243, 1.28190)
H (5.29524, 1.09374, 0.08093)
H (-2.07888, -5.31969, -6.44846)
H (-2.39156, 1.44003, 8.82144)
C (0.78672, -5.35555, -5.90112)
H (-6.00826, 3.07064, 0.60837)
H (-2.47178, -4.00220, 1.25722)
O (0.26127, -6.27484, -4.95825)
C (3.73861, -4.51471, -3.27938)
H (-1.77603, -2.08448, 5.07045)
H (-4.97671, 1.71872, 2.57997)
H (6.25087, -4.75616, 1.41617)
H (9.90901, 0.71373, 5.13051)
H (-2.72875, -2.13018, -0.98107)
O (-1.51329, 2.44341, 5.91057)
H (4.29094, -5.36308, -3.00665)
H (4.29476, 3.21810, -6.67945)
H (-0.06424, 2.60518, -6.42655)
H (2.86386, -1.02237, 8.34328)
H (1.81421, 0.00568, -1.20242)
H (-5.99771, 0.64282, -2.82520)
H (2.98141, 2.69811, 2.87573)
H (6.99583, -1.37066, 5.18166)
C (-6.47919, 2.67125, -2.41170)
H (-5.30573, -2.46072, 3.30676)
H (0.82620, 0.48740, -5.92578)
C (0.08695, 7.11253, -1.71608)
H (-5.72218, 1.94457, 6.90310)
C (2.59749, -4.16697, -2.37783)
H (0.21800, 0.99268, -9.01293)
O (2.89181, 3.28666, 4.70765)
H (3.42077, -4.75886, -4.26762)
H (0.94284, -1.35485, -3.64678)
C (5.43782, 7.06776, 0.29958)
C (1.07784, 3.54177, 3.15249)
O (-1.51917, 2.68974, 0.56670)
H (2.15662, -2.60699, 0.31582)
C (-3.68992, 1.35293, -3.64292)
H (-0.96896, -2.26742, 2.08037)
C (-1.07441, -0.58715, -7.01263)
H (-0.67634, 5.22344, 1.66563)
H (0.86381, -0.40955, -9.68370)
H (-0.41797, -3.43517, 3.29526)
H (4.89333, 6.46105, 2.67569)
C (5.91796, -2.52230, -0.36438)
H (2.87631, 3.33037, -4.48269)
O (6.39747, -3.85877, -0.58511)
H (6.52246, 5.73061, 3.02067)
C (-5.76067, -1.08305, 7.33743)
O (-0.00543, -0.86282, -7.89843)
H (-2.78163, -7.24151, -3.21792)
C (-8.33996, -3.49414, -2.61730)
C (5.64421, 1.78493, -0.68866)
H (5.86242, 2.74009, -0.18643)
H (-3.04987, 0.09726, 9.89576)
H (-7.60318, -2.49712, -0.30111)
C (-5.03998, -2.48398, -4.96297)
C (5.17279, -4.90121, 3.33725)
C (-5.55580, 0.86328, 2.72484)
C (0.51718, 5.78351, -1.20547)
O (-5.43348, 0.49659, 4.06524)
H (-4.95940, 5.62778, -0.50057)
O (-6.36160, -0.00427, 6.63905)
O (-2.45536, -3.37913, 3.21468)
H (-2.92799, -0.41677, -0.61732)
H (1.68275, -2.64725, 6.55495)
H (4.75963, 6.84784, -1.74865)
H (-6.48349, -1.83857, 7.42314)
C (0.11225, -3.99832, -5.68816)
H (-1.69766, 0.04731, 5.73398)
C (-1.31480, 0.42600, 4.84068)
C (4.79414, -0.75263, 4.87708)
H (1.04941, 1.56630, 7.34954)
H (4.16999, -1.41770, 5.42384)
H (8.10157, -4.92282, -0.79803)
H (5.68950, -4.14661, 3.94999)
H (-3.80217, -5.58446, -0.30397)
H (-7.59361, 2.58908, -2.12640)
H (-6.59839, 1.20825, 2.51077)
C (2.06018, 1.21604, 7.04609)
H (3.19498, 5.20993, 5.04447)
H (-8.98172, -1.59392, -1.00104)
C (8.87715, 0.57941, 4.77942)
H (0.08254, -4.68627, -2.54643)
C (-4.79054, 4.59193, -0.19087)
H (-1.22372, -1.41097, -10.23887)
O (-4.53815, 4.52874, 1.22330)
H (-3.39416, 1.87526, 0.23596)
O (8.05051, 1.04980, 5.82712)
H (0.38368, 0.67580, 0.59568)
H (0.71796, 2.71810, 3.77915)
H (-4.48698, 0.70039, 6.42229)
H (6.56056, 1.50723, -1.25796)
H (-2.93168, 2.36080, 1.91129)
H (-0.01553, 9.77360, -1.61449)
H (-5.69749, -2.63266, -5.80610)
H (-4.40944, -4.16438, -1.12160)
H (8.68681, -0.48219, 4.57699)
C (-6.30397, -2.11526, 3.05906)
H (3.01482, 4.51769, 3.05608)
H (0.71386, -3.37325, -4.99404)
O (-2.30252, 0.29644, -9.72122)
H (-1.38544, 0.42601, -7.11502)
C (-1.05646, -0.29538, -10.16659)
H (-2.28829, 0.87237, 1.24617)
C (-2.14405, -4.35352, -6.18514)
H (1.47050, -7.04512, 1.83442)
H (-0.24153, 0.51901, 4.99619)
H (-0.09422, -1.59868, 4.44094)
H (3.36438, 2.98945, -0.42244)
C (2.80687, 4.33432, 5.59992)
O (4.56574, -3.42605, -3.37783)
C (6.66855, -0.85863, 6.11923)
H (-6.66820, -1.48394, 3.90359)
O (-1.19391, -4.06959, -5.21144)
H (-0.77708, 0.17395, -11.15367)
H (0.57989, -5.61905, -6.91868)
H (3.17237, 4.91969, -2.35131)
O (3.80805, -5.10632, 3.66965)
H (-1.08207, 1.89324, -5.11231)
H (-1.75813, 4.36883, 5.06265)
H (5.34927, 5.01138, 1.75164)
H (1.83822, 4.49998, 6.05252)
H (-3.40087, 6.31464, 1.42535)
H (2.56562, 9.09692, 2.96930)
H (0.70016, -4.31532, -0.13535)
C (-2.62713, 1.88305, 0.97840)
H (4.47864, 7.15734, 0.75061)
H (-0.99539, 9.65813, -0.10248)
O (1.28658, 7.43516, 3.14104)
H (2.86363, -3.83182, -1.42152)
H (-3.88764, 4.23520, -0.71065)
H (1.86659, -5.47763, 1.35677)
H (-8.16165, -3.70859, -3.65474)
C (-3.32612, 5.20525, 1.55642)
C (-5.84237, -5.59533, -0.99373)
H (5.61480, 8.07770, -0.08951)
H (-0.83636, 4.62713, -5.51035)
H (-5.49892, -0.78954, 8.32560)
H (8.24557, -3.21908, -1.22883)
H (5.49589, 2.05580, 3.88184)
H (0.58393, 3.46994, -0.03026)
C (1.12826, 1.32076, -5.27432)
O (0.27353, 3.35143, -4.46892)
H (2.86122, -1.30886, -1.86760)
O (-3.73905, -2.72949, -5.42303)
O (5.14037, 1.50546, -6.13545)
C (5.74717, 5.91649, 2.26172)
C (4.02704, 4.35213, -1.84303)
C (1.99890, -1.09946, -1.21768)
H (-3.67708, 0.68467, -2.77293)
C (3.26528, 2.41661, -4.96860)
H (5.16159, -3.72213, -5.38715)
H (-6.85637, 4.06505, -0.65555)
H (-6.31477, 3.68952, -2.85161)
H (0.93936, 7.54509, -2.28889)
C (-1.12208, -1.59846, -3.15957)
O (0.79881, -1.68551, -1.70424)
H (3.53871, -3.47998, 4.90299)
O (-3.75705, -5.63883, -2.36874)
C (-0.80982, 9.21490, -1.08103)
O (0.36589, 4.71016, 3.46253)
H (6.30616, -1.51386, 6.94206)
C (0.81704, -7.60916, -4.93495)
C (4.51110, 2.71417, -5.77266)
H (-2.91431, 3.94964, 6.36164)
O (-1.57481, -0.43392, 3.81533)
H (1.90639, -5.28294, -5.90040)
H (-5.30290, -3.34904, -9.01360)
H (1.25600, 0.97769, -4.25831)
H (-9.35997, -3.23465, -2.44543)
H (0.60889, -8.08663, -5.92853)
C (7.78688, 0.03061, 6.73729)
H (-1.50562, 2.37399, 3.81023)
H (6.56457, 0.81060, 3.23906)
H (-7.27659, -0.82156, -1.02277)
H (-5.34939, -3.09636, -4.11644)
H (-2.41253, -2.63225, 7.89002)
H (3.45268, 1.76550, -4.14916)
H (-6.05110, -6.60210, -1.35299)
C (-0.79550, 4.30561, -4.49209)
H (-1.34469, -1.43967, -4.24485)
H (5.33908, -1.37794, 4.17528)
H (-1.29205, 4.22173, 6.76798)
H (1.14698, 9.06641, 1.91015)
H (6.37103, -4.16683, -4.13281)
C (0.08287, -5.12422, -0.51699)
H (-4.26627, -4.66414, -5.94651)
O (-6.24057, -1.37089, 1.85199)
H (-0.90515, -4.73456, -0.46292)
C (-5.48332, 1.11658, 6.28868)
H (-2.53763, 4.92012, 0.89845)
C (5.31228, -4.52692, 1.89320)
C (5.61879, 0.72788, -5.09762)
H (-8.20481, -4.60254, -0.73581)
C (-4.55398, -0.41754, -9.86811)
C (-3.34222, -6.99286, -2.29303)
O (-7.65116, -2.27703, -2.37878)
O (1.94002, -5.38850, -2.11180)
C (2.30492, -1.50562, 0.20965)
H (-0.60244, 5.15837, -3.84808)
C (1.40262, -2.36326, 7.56984)
H (-0.37586, 7.53018, 1.96476)
H (-0.77796, -0.76263, -6.00143)
H (2.07354, -6.96682, 0.21448)
H (-6.24761, -5.45477, 0.03265)
H (-0.87146, 1.55957, -0.94360)
C (0.24830, -1.12295, -2.86690)
H (-6.23846, -1.88126, -8.73908)
H (-2.64684, -7.05497, -1.32636)
C (5.52255, -3.48114, -4.34931)
O (-6.46106, -4.65756, -1.89453)
C (-0.04460, 3.55407, -0.90680)
H (2.80267, 2.52859, -2.09451)
H (6.24611, 5.91006, -1.28002)
H (4.61798, -5.10435, 1.29265)
H (-2.45563, -2.13238, 9.65204)
O (-0.29171, 8.00027, -0.66360)
H (-0.72980, 7.10630, 3.64487)
C (-1.88947, 1.81407, 4.68607)
C (-5.76747, 1.50543, 4.92410)
O (5.60378, -0.03470, 5.74857)
H (8.72320, -0.50276, 6.99992)
H (-4.17316, -7.66518, -1.96314)
C (3.62125, 2.93153, -1.49943)
O (6.40284, 6.65338, 1.21516)
H (-3.12055, 5.05874, 2.59772)
O (4.68639, 1.97013, -1.73273)
O (4.51400, 5.10833, -0.73674)
H (7.44270, 0.47192, 7.65636)
H (-4.36963, -0.78601, 2.33922)
C (-0.01716, -0.09763, -9.12108)
C (-7.88965, -4.66116, -1.76270)
H (-4.95928, -0.12268, 0.78267)
H (-3.10589, 2.23069, -3.38477)
H (-2.99107, 1.80083, 4.62613)
H (5.91409, 2.07220, 2.17620)
O (-0.54917, 4.89138, -1.03990)
H (2.12995, -4.43328, 4.41456)
H (3.57833, 1.07083, 4.43667)
C (-1.21765, -2.74457, 3.04178)
C (-3.45723, -4.12831, -5.44679)
H (-1.22780, -2.71475, -3.01968)
H (2.90369, 1.34636, 7.74212)
C (1.08156, 0.32486, 1.29070)
C (5.68669, 1.43279, 3.03480)
C (3.06046, -4.03755, 4.06783)
C (-0.01992, 6.97751, 2.83954)
C (-2.27452, -1.18810, -1.03666)
H (-3.26650, 0.85783, -4.53093)
H (-6.80409, 1.65839, 4.87265)
H (0.16202, -3.46475, -6.65903)
H (0.12501, -6.44680, -2.04573)
H (5.15118, 3.22315, -5.08377)
H (3.06699, -0.35571, 3.62052)
H (-5.48329, -0.18701, -10.42041)
C (-1.90791, 3.82166, 6.00017)
C (-3.37387, 0.08165, -10.61733)
H (-2.04010, -5.17645, 2.41805)
O (1.99365, -0.18900, 6.62379)
C (1.88951, -0.99648, 7.82169)
H (0.90745, 9.49101, 3.53468)
H (-1.98241, -3.79346, -7.08523)
H (-3.53116, 1.00483, -11.14983)
H (-7.00372, -2.90765, 2.84169)
C (-2.67459, -4.33699, 2.29026)
H (8.69964, 1.11027, 3.87179)
H (1.22812, -0.47076, 8.53102)
O (1.37125, -1.06289, 1.17225)
C (5.88758, -2.26832, 1.20120)
H (5.92833, -2.48271, -4.29168)
O (0.12804, -6.19833, 0.43741)
H (6.01241, 1.36755, -4.30172)
O (4.52759, 0.61816, 2.74928)
H (1.18425, 5.53545, 1.79003)
H (-4.85176, -1.44849, 6.89757)
O (-4.36565, -1.77388, -9.73781)
H (-1.95259, -1.21926, -7.28037)
O (-4.93125, 1.95306, -4.02629)
C (-0.57011, -2.47683, 8.88464)
H (6.42749, 0.12258, -5.47231)
H (-3.42047, -4.54047, -4.41809)
C (0.52056, -5.43680, -1.88475)
H (-5.29443, 2.46714, 4.71189)
H (0.64213, 0.42972, 2.25971)
C (3.94759, 0.16777, 3.97220)
H (1.82384, -3.12685, 8.23017)
H (3.31989, -1.14445, 0.43411)
H (1.92332, -7.57957, -4.78601)
O (-0.01492, -2.54073, 7.57048)

**E_HOMO**: -8.893 eV
**Total charge**: 0
**E_LUMO**: 0.0186 Ha
**Total energy**: -188841.325 eV
**F_max**: 0.0787 Eh/bohr
**2S+1**: 1
**Gap between HOMO and LUMO**: 9.40 eV
**Energy above the lowest of the compared OMol25 structures with the same formula, charge and spin**: 17.8 kcal/mol